{
  "formula": "C21H18N2",
  "method": "the ωB97M-V functional and the def2-TZVPD basis",
  "homo_lumo_gap_ha": 0.267,
  "smiles": "c1ccc(CCNc2ccnc3cc4ccccc4cc23)cc1",
  "total_energy_ha": -920.572190,
  "multiplicity": 1,
  "homo_ev": -7.39,
  "fmax_ev_per_a": 0.8,
  "relative_energy_kj_mol": 0.00,
  "elements": ["C", "C", "C", "C", "C", "C", "N", "C", "C", "C", "N", "C", "C", "C", "C", "C", "C", "C", "C", "C", "C", "C", "C", "H", "H", "H", "H", "H", "H", "H", "H", "H", "H", "H", "H", "H", "H", "H", "H", "H", "H"],
  "positions_angstrom": [[2.192, 0.073, 1.413], [2.122, 1.448, 1.562], [1.948, 2.259, 0.457], [1.836, 1.708, -0.815], [1.512, 2.578, -1.999], [0.048, 3.065, -1.916], [-0.859, 1.987, -1.588], [-1.085, 1.614, -0.284], [-1.267, 2.545, 0.718], [-1.461, 2.119, 2.038], [-1.471, 0.876, 2.422], [-1.336, -0.079, 1.472], [-1.346, -1.408, 1.888], [-1.212, -2.457, 0.985], [-1.200, -3.815, 1.393], [-1.068, -4.817, 0.482], [-0.943, -4.522, -0.892], [-0.953, -3.231, -1.323], [-1.084, -2.159, -0.406], [-1.079, -0.828, -0.821], [-1.181, 0.225, 0.079], [1.934, 0.331, -0.955], [2.112, -0.484, 0.149], [2.308, -0.561, 2.278], [2.190, 1.888, 2.546], [1.885, 3.331, 0.581], [2.169, 3.449, -2.033], [1.652, 2.009, -2.921], [-0.254, 3.493, -2.877], [-0.037, 3.839, -1.155], [-0.753, 1.206, -2.221], [-1.246, 3.602, 0.508], [-1.595, 2.856, 2.821], [-1.464, -1.606, 2.942], [-1.298, -4.033, 2.447], [-1.059, -5.850, 0.800], [-0.841, -5.334, -1.598], [-0.858, -3.001, -2.376], [-0.992, -0.646, -1.885], [1.864, -0.114, -1.939], [2.170, -1.555, 0.023]],
  "forces_ev_per_a": [[0.02, -0.12, 0.02], [0.01, 0.11, 0.08], [0.12, -0.07, -0.03], [0.22, -0.04, -0.15], [-0.24, 0.09, 0.15], [0.30, 0.16, -0.19], [-0.21, -0.44, -0.33], [-0.33, 0.41, 0.39], [0.05, -0.15, -0.55], [0.05, -0.27, 0.17], [-0.14, 0.32, 0.71], [0.05, -0.23, -0.51], [0.04, -0.01, -0.18], [0.02, 0.36, -0.14], [0.02, -0.42, -0.03], [-0.05, 0.08, 0.49], [0.04, 0.26, -0.43], [0.03, -0.40, -0.15], [-0.06, 0.27, 0.18], [-0.08, 0.03, -0.01], [-0.07, -0.27, 0.27], [0.11, 0.12, -0.01], [0.07, -0.11, 0.06], [0.01, -0.06, 0.09], [0.00, 0.04, 0.10], [-0.03, 0.13, 0.02], [0.05, 0.01, -0.10], [0.03, 0.03, -0.02], [0.03, 0.10, 0.15], [-0.03, 0.00, -0.10], [-0.02, 0.08, 0.13], [-0.01, 0.08, -0.04], [-0.01, 0.13, 0.03], [-0.01, 0.01, 0.13], [-0.01, -0.05, 0.10], [-0.01, -0.05, 0.07], [0.01, -0.02, -0.08], [0.01, 0.00, -0.09], [0.05, -0.01, -0.06], [-0.03, -0.02, -0.11], [-0.01, -0.10, 0.00]]
}